# 1
ORCA calculation (the ωB97M-V functional and the def2-TZVPD basis) on a 8-piece molecular cluster, C5H28N2O7 overall in a non-equilibrium geometry.

Element x y z (Å)
C  1.220  -0.589  -3.417
C  0.977  0.096  -2.083
N  -0.440  0.537  -1.827
C  1.664  -0.696  -0.800
N  2.157  0.324  0.137
C  1.036  1.110  0.764
C  2.958  -0.239  1.206
H  2.160  -0.336  -3.860
H  1.238  -1.684  -3.483
H  0.439  -0.248  -4.094
H  1.518  1.113  -2.155
H  -1.004  -0.222  -1.440
H  -0.812  0.916  -2.637
H  0.967  -1.403  -0.237
H  2.525  -1.255  -1.165
H  1.366  2.140  1.131
H  0.316  1.320  -0.050
H  0.366  0.459  1.422
H  3.646  0.529  1.471
H  3.407  -1.163  0.766
H  2.322  -0.506  2.138
O  -1.706  -2.177  1.241
H  -1.764  -2.919  1.850
H  -2.006  -1.247  1.502
O  -1.772  0.676  2.959
H  -2.592  1.056  2.612
H  -1.265  0.983  2.220
O  0.629  -2.488  2.490
H  -0.023  -1.997  1.880
H  0.209  -2.862  3.219
O  -2.412  -1.597  -1.479
H  -2.316  -1.944  -0.671
H  -2.925  -2.079  -2.047
O  -3.428  0.150  0.225
H  -3.207  -0.314  -0.594
H  -2.851  0.856  0.610
O  -1.870  2.115  0.585
H  -1.677  1.580  -0.235
H  -1.932  2.983  0.113
O  3.021  2.913  -0.918
H  2.747  1.973  -0.743
H  2.300  3.415  -0.533

As for the frontier orbital gap: 9.037 eV. The value obtained for the HOMO energy is -8.8 eV. As for the SMILES: C[C@@H](N)CN(C)C.O.O.O.O.O.O.O. The value obtained for the energy above the lowest of the compared OMol25 structures with the same formula, charge and spin is 281.4 kJ/mol. As for the total charge: 0. The total energy is -843.38922 hartree.

# 2
ORCA calculation (the ωB97M-V functional and the def2-TZVPD basis) on a 10-piece molecular cluster, C5H28NO11 overall in a non-equilibrium geometry.

Element x y z (Å)
C  -1.462  0.991  -0.160
C  -2.789  0.297  0.000
C  -0.373  0.323  0.650
N  0.871  0.823  0.521
C  1.341  2.000  -0.211
C  1.596  1.640  -1.742
O  0.657  0.728  -2.185
O  -0.577  -0.673  1.346
H  -1.477  2.070  0.004
H  -1.099  0.876  -1.178
H  -3.558  0.402  -0.763
H  -3.336  0.269  0.951
H  -2.545  -0.766  -0.055
H  1.589  0.405  1.094
H  0.545  2.730  -0.288
H  2.269  2.284  0.276
H  2.609  1.219  -1.821
H  1.450  2.578  -2.299
H  -0.564  -1.369  -2.791
H  0.275  -2.360  -3.543
O  -0.633  -2.209  -3.265
H  1.735  -0.911  -4.319
H  1.617  -0.243  -2.888
O  2.075  -0.974  -3.433
H  -3.219  3.582  1.636
H  -3.617  2.354  0.841
O  -3.885  3.258  1.041
H  -0.844  2.869  3.513
H  -0.700  1.381  4.047
O  -1.257  2.142  3.944
H  -0.603  -1.006  3.112
H  -0.230  -0.344  4.522
O  -0.308  -1.147  4.029
H  2.691  -2.214  -0.502
H  2.338  -2.024  -1.964
O  2.476  -2.717  -1.285
H  0.721  -3.618  1.241
H  0.443  -3.295  2.689
O  0.354  -3.987  2.047
H  -0.927  0.087  -4.490
H  -0.416  1.174  -3.557
O  -1.059  1.019  -4.289
H  2.063  -1.363  2.495
H  2.271  0.103  2.800
O  2.747  -0.688  2.572

As for the frontier orbital gap: 7.680 eV. The value obtained for the HOMO energy is -5.6 eV. The value obtained for the energy above the lowest of the compared OMol25 structures with the same formula, charge and spin is 363.1 kJ/mol. As for the total charge: -1. The total energy is -1089.77027 hartree.

# 3
ORCA calculation (the ωB97M-V functional and the def2-TZVPD basis) on C5H28NO11 as an isolated structure in a non-equilibrium geometry.

Element x y z (Å)
C  -0.106  -2.479  -2.032
N  0.987  -1.795  -1.307
C  1.349  -0.518  -1.914
C  1.794  0.491  -0.807
C  0.800  1.642  -0.410
O  -0.438  1.689  -0.987
C  2.438  -0.556  -2.952
O  2.667  0.378  -3.681
H  0.215  -3.039  -2.917
H  -0.793  -1.714  -2.367
H  -0.629  -3.161  -1.366
H  1.825  -2.362  -1.257
H  0.475  -0.072  -2.390
H  2.031  -0.094  0.082
H  2.747  0.971  -1.033
H  0.719  1.553  0.683
H  1.354  2.556  -0.632
H  2.979  -1.516  -3.094
H  1.696  2.683  -3.090
H  0.301  2.963  -2.572
O  0.903  3.204  -3.288
H  -1.787  3.594  1.066
H  -1.423  2.078  0.755
O  -1.479  2.759  1.433
H  -1.785  -0.307  1.641
H  -1.840  -1.555  2.471
O  -2.254  -0.684  2.389
H  0.672  -2.019  2.512
H  2.143  -2.160  2.835
O  1.303  -1.971  3.262
H  0.226  -2.654  0.653
H  -0.679  -1.407  0.410
O  -0.510  -2.157  1.008
H  -3.361  -2.852  0.064
H  -2.654  -1.876  -0.747
O  -3.213  -2.674  -0.867
H  -2.646  0.315  -0.612
H  -1.152  0.770  -0.958
O  -1.815  -0.149  -0.427
H  0.038  3.043  2.272
H  0.950  2.939  3.496
O  0.810  3.452  2.692
H  -0.477  0.276  4.046
H  -1.473  1.326  3.595
O  -0.908  1.087  4.340

As for the frontier orbital gap (spin up / spin down): 10.068 / 4.985 eV. The value obtained for the HOMO energy (spin up / spin down) is -10.2 / -10.2 eV. The value obtained for the energy above the lowest of the compared OMol25 structures with the same formula, charge and spin is 164.2 kJ/mol. As for the total charge: 0. As for the multiplicity: 2. The total energy is -1089.53894 hartree.

# 4
ORCA calculation (the ωB97M-V functional and the def2-TZVPD basis) on a 8-piece molecular cluster, C5H28NO7 overall in a non-equilibrium geometry.

Element x y z (Å)
C  0.700  -0.275  -0.988
C  -0.607  -0.693  -1.663
C  -1.234  -1.971  -1.076
C  -2.776  -1.890  -1.105
C  -3.307  -1.876  -2.542
N  0.681  1.215  -0.668
H  1.679  -0.423  -1.434
H  0.762  -0.704  0.013
H  -1.318  0.123  -1.718
H  -0.298  -0.936  -2.686
H  -0.990  -2.890  -1.597
H  -0.919  -2.040  -0.030
H  -3.133  -2.794  -0.604
H  -3.192  -1.061  -0.539
H  -2.755  -1.174  -3.169
H  -4.371  -1.695  -2.497
H  -3.166  -2.815  -3.083
H  -0.196  1.489  -0.217
H  1.382  1.456  0.056
H  0.845  1.755  -1.513
H  4.558  -0.976  1.252
H  5.551  0.249  1.174
O  4.856  -0.173  1.690
H  0.773  -0.110  2.816
H  1.832  0.874  2.251
O  0.930  0.546  2.125
H  -1.919  3.349  3.049
H  -2.293  2.126  3.973
O  -1.653  2.480  3.352
H  0.216  -1.762  3.798
H  0.239  -1.214  5.214
O  0.818  -1.449  4.483
H  1.707  0.482  -4.827
H  1.356  1.832  -4.247
O  1.758  0.990  -4.010
H  -2.933  1.934  0.629
H  -1.587  1.346  1.006
O  -2.102  1.644  0.239
H  3.677  0.982  0.861
H  3.419  2.338  1.420
O  3.009  1.711  0.812

As for the frontier orbital gap: 11.257 eV. The value obtained for the HOMO energy is -13.7 eV. The value obtained for the energy above the lowest of the compared OMol25 structures with the same formula, charge and spin is 44.6 kJ/mol. As for the total charge: +1. The total energy is -788.51566 hartree.

# 5
ORCA calculation (the ωB97M-V functional and the def2-TZVPD basis) on a 9-piece molecular cluster, C5H28NO9S overall in a non-equilibrium geometry.

Element x y z (Å)
C  -0.873  -1.050  -0.354
N  0.040  -2.041  0.247
C  1.391  -1.523  0.574
O  2.179  -1.604  -0.558
C  -1.229  0.115  0.608
C  -1.720  -0.369  1.966
C  -2.451  0.724  2.738
S  -1.355  2.054  3.361
H  -1.775  -1.603  -0.638
H  -0.455  -0.630  -1.293
H  0.157  -2.823  -0.381
H  1.350  -0.491  0.909
H  1.847  -2.185  1.294
H  -1.971  0.726  0.119
H  -0.396  0.798  0.794
H  -0.864  -0.788  2.548
H  -2.415  -1.169  1.811
H  -2.984  0.302  3.614
H  -3.245  1.192  2.169
H  -1.140  2.731  2.205
H  -0.099  3.016  -0.045
H  -1.618  2.886  -0.338
O  -0.980  3.266  0.269
H  -3.196  2.424  -2.345
H  -1.752  1.791  -2.183
O  -2.661  1.859  -1.727
H  0.336  2.289  -2.343
H  0.149  1.061  -3.158
O  -0.298  1.941  -2.972
H  1.933  1.766  -0.880
H  1.886  2.619  0.453
O  1.515  2.584  -0.440
H  3.631  -2.580  -0.329
H  3.749  -3.923  0.214
O  4.289  -3.190  -0.109
H  -1.730  -3.038  2.880
H  -0.457  -3.057  1.924
O  -0.882  -3.513  2.686
H  3.484  0.722  -1.813
H  2.418  -0.589  -0.984
O  2.572  0.618  -1.595
H  0.836  -1.096  -2.795
H  1.755  0.124  -2.757
O  1.029  -0.344  -3.348

As for the frontier orbital gap (spin up / spin down): 8.259 / 3.054 eV. The value obtained for the HOMO energy (spin up / spin down) is -9.1 / -9.1 eV. As for the total charge: 0. As for the multiplicity: 2. The total energy is -1337.28676 hartree.

# 6
ORCA calculation (the ωB97M-V functional and the def2-TZVPD basis) on C5H29LiN6O12 as an isolated structure in a non-equilibrium geometry.

Element x y z (Å)
Li  4.284  1.866  4.139
C  0.455  1.736  -0.703
C  0.610  0.704  0.401
O  -0.103  -0.352  0.336
O  1.353  0.931  1.396
H  1.084  2.626  -0.681
H  -0.588  2.016  -0.853
H  0.672  1.223  -1.639
C  -3.256  -3.592  -5.882
O  -4.228  -3.963  -6.483
N  -2.946  -2.416  -5.772
N  -2.508  -4.388  -5.181
H  -3.330  -1.774  -6.451
H  -2.111  -2.080  -5.313
H  -2.697  -5.353  -5.409
H  -1.699  -4.127  -4.635
C  5.337  0.760  -3.038
O  5.336  -0.217  -3.771
N  5.511  0.629  -1.749
N  5.055  1.960  -3.426
H  5.273  1.333  -1.064
H  5.590  -0.298  -1.358
H  5.171  2.811  -2.895
H  4.980  1.925  -4.433
C  0.168  -4.187  5.915
O  0.447  -4.802  6.900
N  1.118  -3.978  5.022
N  -1.054  -3.890  5.534
H  1.988  -4.441  5.241
H  0.922  -3.525  4.140
H  -1.827  -4.320  6.022
H  -1.236  -3.342  4.706
O  -4.484  -0.379  2.987
H  -3.720  0.049  2.600
H  -4.554  0.002  3.862
O  -1.607  2.528  4.699
H  -1.189  3.385  4.776
H  -0.950  1.977  4.275
O  0.444  6.283  2.592
H  1.215  6.834  2.728
H  0.022  6.649  1.814
O  1.778  -3.457  -2.523
H  1.381  -3.112  -1.723
H  2.546  -2.906  -2.667
O  -2.702  -5.120  0.248
H  -2.144  -4.409  -0.069
H  -2.701  -5.019  1.200
O  0.242  7.615  -2.215
H  1.104  7.251  -2.420
H  -0.056  8.001  -3.039
O  -4.112  5.171  1.239
H  -4.899  4.627  1.285
H  -3.388  4.553  1.336

As for the frontier orbital gap: 3.440 eV. The value obtained for the HOMO energy is -7.3 eV. The value obtained for the energy above the lowest of the compared OMol25 structures with the same formula, charge and spin is 135.1 kJ/mol. As for the total charge: 0. The total energy is -1446.79907 hartree.